{
  "formula": "C24H42N2OP2Pt",
  "method": "the ωB97M-V functional and the def2-TZVPD basis",
  "spin_multiplicity": 5,
  "max_force_ev_per_a": 3.24,
  "homo_lumo_gap_ev": [5.25, 4.24],
  "total_charge": 0,
  "relative_energy_kj_mol": 0.0,
  "species": ["Pt", "P", "P", "N", "H", "C", "H", "H", "H", "C", "H", "H", "H", "C", "H", "H", "H", "C", "H", "H", "H", "C", "H", "H", "H", "C", "H", "H", "H", "C", "C", "C", "C", "C", "C", "H", "H", "H", "H", "H", "C", "O", "C", "H", "H", "H", "C", "H", "H", "H", "C", "N", "C", "C", "C", "C", "C", "C", "C", "C", "H", "H", "H", "H", "H", "H", "H", "H", "H", "H", "H", "H"],
  "coordinates": [[0.2019, -0.5622, -0.2334], [2.4166, -0.9824, -0.9219], [-2.1316, -0.7763, -0.5629], [0.1709, 1.0932, -1.2701], [1.3906, -2.6515, 1.2140], [2.4200, -2.4278, -2.0231], [3.4406, -2.8252, -2.1089], [2.0641, -2.1181, -3.0139], [1.7451, -3.1946, -1.6230], [3.6356, -1.3247, 0.3816], [4.6095, -1.5436, -0.0791], [3.3199, -2.1816, 0.9884], [3.7303, -0.4457, 1.0302], [3.1905, 0.3768, -1.8581], [4.2858, 0.2811, -1.8114], [2.8871, 1.3347, -1.4172], [2.8615, 0.3427, -2.9053], [-2.6322, -2.2932, -1.4330], [-3.7291, -2.3714, -1.4450], [-2.1959, -3.1716, -0.9388], [-2.2533, -2.2395, -2.4636], [-2.8451, -0.8201, 1.0981], [-3.9202, -1.0189, 1.0190], [-2.6755, 0.1527, 1.5832], [-2.3543, -1.6109, 1.6764], [-2.9832, 0.5517, -1.4513], [-4.0571, 0.5234, -1.2172], [-2.8467, 0.4096, -2.5304], [-2.5818, 1.5323, -1.1815], [0.1391, 1.5076, -2.5235], [0.1981, 1.1415, -4.9505], [0.1084, 0.6293, -3.6667], [0.1781, 2.9254, -2.7871], [0.2562, 3.4091, -4.0787], [0.2783, 2.5213, -5.1680], [0.2069, 0.4676, -5.8047], [0.0269, -0.4435, -3.4762], [0.1752, 3.5906, -1.9176], [0.3058, 4.4817, -4.2499], [0.3550, 2.9002, -6.1855], [0.4531, -3.2952, 1.2146], [-0.3581, -2.6170, 0.2904], [0.7123, -4.6979, 0.6979], [1.0965, -5.3342, 1.5052], [1.4346, -4.6943, -0.1263], [-0.2252, -5.1379, 0.3260], [-0.1559, -3.3626, 2.6108], [-1.1747, -3.7754, 2.5499], [-0.1976, -2.3793, 3.0943], [0.4373, -4.0336, 3.2513], [-3.1620, 3.0073, 1.4255], [-2.0239, 2.1962, 1.8409], [-1.9300, 2.1292, 3.2995], [-0.7803, 2.5541, 1.1545], [0.4014, 1.8516, 1.7565], [1.2158, 2.6101, 2.6125], [2.1007, 1.9638, 3.4705], [2.1735, 0.5710, 3.4610], [1.4328, -0.1583, 2.5229], [0.6721, 0.4909, 1.5538], [-2.9933, 4.0787, 1.6377], [-4.0426, 2.6667, 1.9824], [-3.3447, 2.8876, 0.3492], [-2.9341, 1.9401, 3.7012], [-1.2673, 1.3084, 3.6092], [-1.5545, 3.0772, 3.7261], [-0.8679, 2.2889, 0.0896], [-0.6254, 3.6488, 1.2150], [1.1063, 3.6976, 2.6360], [2.7049, 2.5456, 4.1649], [2.8154, 0.0475, 4.1713], [1.4892, -1.2450, 2.5122]],
  "mulliken_charge": [0.50, 1.11, 1.32, -0.30, -1.64, -1.25, 0.42, 0.38, 0.12, -1.35, 0.55, 0.26, 0.30, -1.30, 0.53, 0.28, 0.37, -1.21, 0.46, 0.22, 0.29, -0.74, 0.51, -0.08, 0.06, -1.14, 0.51, 0.40, -0.05, -0.38, -0.81, 0.28, -0.43, -0.50, -0.41, 0.39, 0.38, 0.37, 0.40, 0.38, 2.58, -0.32, -1.49, 0.43, 0.30, 0.26, -1.63, 0.34, 0.29, 0.46, -1.19, 0.44, -0.98, -0.04, -0.42, -0.55, -0.74, -1.02, -0.46, 1.10, 0.37, 0.35, 0.24, 0.39, 0.20, 0.32, -0.79, 0.46, 0.41, 0.39, 0.43, 0.68]
}

{
  "formula": "C63H136BF10N7O2P",
  "method": "the ωB97M-V functional and the def2-TZVPD basis",
  "max_force_ev_per_a": 9.43,
  "homo_lumo_gap_ev": 3.39,
  "total_charge": 5,
  "species": ["C", "C", "C", "C", "N", "C", "C", "C", "C", "C", "H", "H", "H", "H", "H", "H", "H", "H", "H", "H", "H", "H", "H", "H", "H", "H", "H", "H", "H", "H", "C", "C", "C", "C", "N", "C", "C", "C", "C", "C", "H", "H", "H", "H", "H", "H", "H", "H", "H", "H", "H", "H", "H", "H", "H", "H", "H", "H", "H", "H", "C", "C", "C", "C", "N", "C", "C", "C", "C", "C", "H", "H", "H", "H", "H", "H", "H", "H", "H", "H", "H", "H", "H", "H", "H", "H", "H", "H", "H", "H", "C", "C", "C", "C", "N", "C", "C", "C", "C", "C", "H", "H", "H", "H", "H", "H", "H", "H", "H", "H", "H", "H", "H", "H", "H", "H", "H", "H", "H", "H", "C", "C", "C", "C", "N", "C", "C", "C", "C", "C", "H", "H", "H", "H", "H", "H", "H", "H", "H", "H", "H", "H", "H", "H", "H", "H", "H", "H", "H", "H", "C", "C", "C", "C", "C", "C", "N", "O", "C", "C", "C", "H", "H", "H", "H", "H", "H", "H", "H", "H", "H", "H", "H", "H", "H", "H", "H", "H", "H", "C", "C", "C", "C", "C", "C", "N", "O", "C", "C", "C", "H", "H", "H", "H", "H", "H", "H", "H", "H", "H", "H", "H", "H", "H", "H", "H", "H", "H", "B", "F", "F", "F", "F", "P", "F", "F", "F", "F", "F", "F"],
  "coordinates": [[-9.1317, -4.3751, -3.1687], [-9.2248, -2.9553, -3.5916], [-7.8936, -2.2233, -3.7110], [-8.0638, -0.7853, -4.1079], [-6.6892, -0.0455, -4.3864], [-6.8414, 1.4919, -4.4014], [-7.2261, 1.8901, -5.8636], [-6.9882, 0.6638, -6.6694], [-6.1946, -0.2364, -5.8238], [-5.6044, -0.3985, -3.4033], [-10.0859, -4.9019, -3.1636], [-8.7865, -4.4201, -2.1357], [-8.4746, -4.8373, -3.9053], [-9.9076, -2.3598, -2.9857], [-9.8067, -2.9081, -4.5121], [-7.1159, -2.6732, -4.3282], [-7.4664, -2.3421, -2.7152], [-8.5159, -0.2576, -3.2681], [-8.6226, -0.6098, -5.0271], [-5.9058, 1.9754, -4.1203], [-7.6347, 1.7354, -3.6946], [-6.5742, 2.6946, -6.2039], [-8.2643, 2.2195, -5.9038], [-6.3109, 0.9479, -7.4748], [-7.8290, 0.2066, -7.1908], [-5.1630, 0.1117, -5.7726], [-6.2894, -1.2873, -6.0973], [-6.0985, -0.1738, -2.4580], [-4.7242, 0.2103, -3.6100], [-5.2939, -1.4207, -3.6198], [-0.4922, -12.6239, 3.0578], [-0.0027, -11.3331, 2.3037], [-1.0024, -10.6062, 1.5114], [-0.4140, -9.3117, 0.9079], [-1.5518, -8.3229, 0.5111], [-1.0448, -7.0556, -0.1947], [-2.1637, -6.1218, 0.0670], [-2.8855, -6.5224, 1.3246], [-2.1315, -7.7435, 1.8147], [-2.6302, -9.0504, -0.3892], [0.0584, -12.8516, 3.9705], [-0.4861, -13.5049, 2.4161], [-1.5413, -12.4271, 3.2782], [0.8968, -11.5667, 1.7342], [0.3379, -10.6863, 3.1123], [-1.8851, -10.4456, 2.1304], [-1.2389, -11.1642, 0.6054], [0.1002, -9.4232, -0.0467], [0.2481, -8.8029, 1.6085], [-0.9072, -7.2843, -1.2516], [-0.0701, -6.7758, 0.2052], [-2.8608, -6.1375, -0.7709], [-1.7842, -5.1002, 0.0465], [-3.9673, -6.6223, 1.2359], [-2.6905, -5.6735, 1.9799], [-2.8549, -8.4587, 2.2063], [-1.3711, -7.4800, 2.5499], [-2.8702, -10.0231, 0.0402], [-2.2496, -9.1741, -1.4030], [-3.5681, -8.4951, -0.3792], [-6.7106, 8.6689, -1.8718], [-6.3946, 8.5593, -0.4173], [-4.9190, 8.0307, -0.5392], [-4.4408, 7.6867, 0.9475], [-3.0730, 7.0078, 1.0746], [-2.8402, 6.5895, 2.5397], [-1.3087, 6.6733, 2.8330], [-0.9203, 7.8960, 2.0061], [-1.8451, 7.9774, 0.7937], [-3.0419, 5.7283, 0.1241], [-7.7909, 8.7901, -1.9522], [-6.4231, 7.7651, -2.4090], [-6.4293, 9.5434, -2.4585], [-7.0928, 7.8658, 0.0514], [-6.4726, 9.4985, 0.1303], [-4.3008, 8.7173, -1.1176], [-4.8223, 7.1361, -1.1544], [-5.1648, 7.0491, 1.4548], [-4.2678, 8.6491, 1.4292], [-3.2467, 5.5995, 2.7467], [-3.4011, 7.3695, 3.0546], [-0.7139, 5.8259, 2.4922], [-1.1440, 6.7907, 3.9041], [0.1504, 7.9114, 1.8028], [-1.2889, 8.7173, 2.6206], [-1.4269, 7.6365, -0.1534], [-2.1604, 9.0005, 0.5889], [-3.9075, 5.0924, 0.3098], [-2.1832, 5.1145, 0.3964], [-2.9168, 5.9379, -0.9382], [-0.8689, -3.8787, 7.5959], [-2.2225, -3.1749, 7.3278], [-2.2776, -1.6585, 7.2818], [-1.9822, -1.0710, 8.7082], [-2.2621, 0.4398, 8.8831], [-1.2209, 1.2693, 8.1884], [-0.0878, 1.3653, 9.2708], [-0.5478, 0.7236, 10.5857], [-2.0251, 0.7790, 10.3810], [-3.7189, 0.8852, 8.5281], [-0.1940, -3.4429, 8.3325], [-0.2711, -3.8523, 6.6848], [-1.2462, -4.8278, 7.9766], [-2.9468, -3.5106, 8.0700], [-2.7250, -3.6788, 6.5022], [-3.2402, -1.3452, 6.8777], [-1.6699, -1.2148, 6.4931], [-0.9361, -1.2887, 8.9235], [-2.5425, -1.6618, 9.4327], [-1.6425, 2.2592, 8.0133], [-1.0507, 0.8258, 7.2073], [0.1752, 2.3935, 9.5192], [0.8933, 0.9931, 8.9756], [-0.2027, 1.3112, 11.4365], [-0.0499, -0.2429, 10.6630], [-2.3411, 1.8160, 10.4941], [-2.5128, 0.0443, 11.0217], [-4.0116, 1.7613, 9.1068], [-4.3372, 0.0135, 8.7427], [-3.8377, 1.2012, 7.4917], [4.5920, 4.7815, -1.7867], [5.5062, 6.0043, -1.6870], [6.3203, 6.1688, -2.9742], [5.4779, 6.4482, -4.2047], [6.3900, 6.6179, -5.5156], [7.3905, 7.8010, -5.3672], [7.3230, 8.5160, -6.7413], [6.4466, 7.6346, -7.6369], [5.5034, 6.8956, -6.7267], [7.2039, 5.3206, -5.7852], [5.0532, 3.8406, -2.0869], [3.7601, 5.0785, -2.4253], [4.1794, 4.6226, -0.7905], [6.1788, 6.0952, -0.8340], [4.7737, 6.7893, -1.4994], [6.8957, 5.2553, -3.1248], [6.9656, 7.0381, -2.8476], [4.8897, 7.3643, -4.1512], [4.8242, 5.6496, -4.5557], [8.4208, 7.4871, -5.1994], [7.0452, 8.4481, -4.5609], [8.3285, 8.7665, -7.0796], [6.9234, 9.5075, -6.5284], [7.0871, 7.0070, -8.2565], [5.8097, 8.2194, -8.3006], [5.1385, 5.9234, -7.0579], [4.8061, 7.6948, -6.4756], [6.6447, 4.4126, -5.5598], [7.9966, 5.2280, -5.0428], [7.6916, 5.1976, -6.7523], [8.5172, -2.2635, 2.8677], [7.6469, -1.1125, 3.4870], [6.4777, -0.6836, 2.4627], [5.4111, -1.7016, 2.2068], [5.1152, -2.6190, 3.4348], [5.5272, -2.0225, 4.7884], [6.9447, -1.4616, 4.7692], [7.5330, -1.2883, 5.9626], [5.4806, -3.1798, 5.8180], [4.5520, -0.8074, 5.0319], [8.5301, 0.1223, 3.6934], [8.8765, -2.9805, 3.6058], [9.4030, -1.8695, 2.3694], [8.0360, -2.9790, 2.2010], [6.8943, -0.5512, 1.4641], [6.0505, 0.2714, 2.7685], [5.6104, -2.3949, 1.3897], [4.4889, -1.1636, 1.9872], [5.5629, -3.5776, 3.1724], [4.0748, -2.9420, 3.4698], [5.7690, -4.1070, 5.3229], [4.4524, -3.2980, 6.1600], [5.9120, -2.8858, 6.7748], [3.6864, -1.2354, 5.5375], [4.2568, -0.2190, 4.1632], [4.9993, -0.1112, 5.7414], [9.5089, -0.1249, 4.1043], [8.0858, 0.8934, 4.3227], [8.6942, 0.6290, 2.7424], [1.7358, -1.0795, -6.0244], [3.1522, -1.5670, -5.7992], [3.1090, -2.4578, -4.5101], [4.2549, -3.4267, -4.3590], [4.2844, -4.3482, -5.5448], [4.5226, -3.6574, -6.8560], [3.6176, -2.4510, -6.9360], [3.2487, -2.0302, -8.2333], [4.2546, -4.6507, -8.0138], [5.9940, -3.1615, -6.9159], [4.0466, -0.3725, -5.7299], [1.6072, -0.4008, -6.8676], [1.3050, -0.4757, -5.2257], [1.0003, -1.8667, -6.1901], [2.1922, -3.0378, -4.6163], [3.0929, -1.8941, -3.5774], [4.2387, -4.0569, -3.4698], [5.2138, -2.9431, -4.1729], [3.4596, -5.0569, -5.6187], [5.1467, -4.9655, -5.2929], [4.5327, -4.2821, -9.0012], [3.1751, -4.7706, -8.1059], [4.6896, -5.6481, -7.9497], [6.0918, -2.4335, -7.7212], [6.7240, -3.9359, -7.1513], [6.3115, -2.6934, -5.9841], [4.0040, 0.0511, -4.7265], [3.9453, 0.4032, -6.4890], [5.1015, -0.6285, -5.8279], [-0.3964, 0.2253, 1.7068], [0.1196, 1.2569, 2.3128], [-1.7370, 0.2900, 2.0536], [-0.3438, 0.3110, 0.3604], [0.0747, -1.0182, 2.1531], [-7.9440, 2.0387, 2.8798], [-8.1893, 1.3489, 4.3475], [-6.9550, 0.7751, 2.3801], [-9.2039, 1.2459, 2.2096], [-7.6769, 2.7978, 1.4742], [-8.7395, 3.3813, 3.4643], [-6.5732, 2.8252, 3.4309]],
  "mulliken_charge": [-1.31, -0.61, -0.41, -0.84, 0.07, -0.54, -0.38, -0.69, -0.48, -1.19, 0.39, 0.32, 0.30, 0.41, 0.42, 0.38, 0.36, 0.45, 0.31, 0.31, 0.30, 0.32, 0.30, 0.35, 0.36, 0.46, 0.33, 0.48, 0.49, 0.36, -1.21, -0.86, -0.32, -0.85, 0.21, -0.66, -0.55, -0.79, -0.38, -0.91, 0.35, 0.32, 0.34, 0.35, 0.39, 0.30, 0.41, 0.46, 0.45, 0.37, 0.39, 0.26, 0.48, 0.38, 0.30, 0.33, 0.38, 0.34, 0.34, 0.39, -1.34, -0.24, -0.78, -0.97, 0.39, -0.74, -0.56, -0.54, -0.57, -1.23, 0.39, 0.34, 0.35, 0.35, 0.33, 0.35, 0.38, 0.52, 0.48, 0.40, 0.43, 0.30, 0.38, 0.34, 0.32, 0.31, 0.35, 0.44, 0.50, 0.34, -1.04, -0.89, -0.52, -0.83, 0.19, -0.57, -0.62, -0.61, -0.57, -0.99, 0.32, 0.28, 0.31, 0.41, 0.50, 0.43, 0.42, 0.27, 0.32, 0.41, 0.37, 0.38, 0.30, 0.38, 0.31, 0.49, 0.37, 0.35, 0.37, 0.48, -1.14, -0.71, -0.18, -0.86, 0.29, -0.43, -0.69, -0.69, -0.56, -1.08, 0.28, 0.32, 0.38, 0.41, 0.32, 0.26, 0.40, 0.28, 0.43, 0.24, 0.39, 0.37, 0.33, 0.29, 0.43, 0.37, 0.42, 0.38, 0.38, 0.37, -1.60, 1.27, -1.04, -0.83, -1.42, 1.23, 0.92, -0.28, -1.56, -1.58, -1.78, 0.43, 0.42, 0.35, 0.48, 0.44, 0.38, 0.42, 0.45, 0.55, 0.37, 0.41, 0.45, 0.43, 0.36, 0.42, 0.42, 0.44, 0.44, -1.80, 1.33, -1.00, -0.77, -1.01, 1.36, 0.75, -0.22, -1.67, -1.68, -1.71, 0.44, 0.42, 0.44, 0.39, 0.53, 0.41, 0.35, 0.38, 0.42, 0.40, 0.46, 0.39, 0.43, 0.44, 0.33, 0.42, 0.40, 0.38, 0.59, -0.35, -0.40, -0.39, -0.45, 1.19, -0.36, -0.38, -0.35, -0.36, -0.36, -0.39]
}